The following is a quantum chemistry calculation of C36H39BaClP2 as an isolated structure at a distorted geometry, from the Open Molecules 2025 dataset.

The geometry in XYZ format:
```
79
Properties=species:S:1:pos:R:3:forces:R:3
Ba -0.1838 2.2366 0.8504 1.0 0.2 2.7
C -1.7688 1.1664 -3.0681 -0.7 -1.1 -0.2
C -1.7911 -0.1369 -2.7209 -0.6 0.6 -0.8
C -1.1758 -1.1710 -3.5931 0.4 -0.7 -0.7
C 0.2713 -0.8551 -4.0791 0.3 -0.5 -0.5
C 1.1943 0.0554 -3.2788 0.2 0.3 -0.5
C 1.2485 1.3912 -3.3915 0.6 -0.9 -0.6
C 0.3378 2.2151 -4.2217 -0.9 0.4 -0.5
C -1.1324 1.7179 -4.3016 -0.4 0.7 -0.6
C 1.4906 0.3288 3.3059 -0.1 -0.8 1.8
H -2.4589 1.8728 -2.6004 0.4 -0.4 0.0
H -2.4389 -0.5379 -1.9385 0.3 0.5 -0.1
H -1.7970 -1.2209 -4.5209 0.3 -0.1 0.6
H -1.2179 -2.2000 -3.1696 0.0 0.8 0.0
H 0.8051 -1.8222 -4.2008 -0.3 0.5 0.1
H 0.1701 -0.4620 -5.1122 0.3 -0.1 0.6
H 2.0227 -0.4466 -2.7650 -0.4 0.2 0.0
H 2.1439 1.9206 -3.0726 -0.2 -0.2 0.4
H 0.6857 2.2406 -5.2729 0.2 0.1 0.4
H 0.3422 3.2698 -3.8857 0.1 -0.5 0.0
H -1.7710 2.5985 -4.5207 0.5 -0.3 -0.3
H -1.2460 1.0380 -5.1672 0.0 0.2 0.5
H 1.3925 1.3192 3.8358 0.2 -0.4 -1.7
H 2.3877 -0.1161 3.7684 -0.5 -0.1 0.8
H 0.5612 -0.1480 3.6348 0.4 -0.6 -0.3
P -1.5219 -0.8770 0.7185 0.7 0.5 0.7
P 2.0213 -0.1419 1.6425 1.2 1.4 -4.3
C -0.0251 -1.2056 -0.1795 -2.5 -0.7 -1.4
C 1.2614 -0.9252 0.2164 1.1 0.2 1.2
C -2.4477 -2.4066 0.9718 -0.1 -0.6 0.0
C -2.7870 -3.3683 -0.0079 -0.1 0.4 0.8
C -3.5870 -4.4479 0.3758 0.1 0.0 -0.1
C -4.0194 -4.5988 1.7015 0.1 0.0 0.0
C -3.5895 -3.6963 2.6819 -0.3 -0.5 -0.2
C -2.8088 -2.6130 2.3140 0.1 0.3 -0.1
C -2.8324 0.3234 0.1776 0.3 1.2 -1.5
C -2.3852 1.5473 -0.4453 -0.1 -0.2 1.2
C -3.0366 2.7742 -0.2416 -0.6 0.1 0.3
C -4.3053 2.7490 0.3949 0.3 0.1 -0.6
C -4.9176 1.5069 0.6502 0.0 0.1 0.1
C -4.2037 0.3100 0.5523 0.8 -0.2 0.0
C 3.5615 -1.1792 1.7106 0.2 -0.7 0.1
C 3.4187 -2.5331 2.0837 0.1 0.3 0.4
C 4.5420 -3.3348 2.3057 -0.2 0.2 -0.3
C 5.8118 -2.8314 2.0034 -0.3 0.2 0.3
C 5.9545 -1.5361 1.4977 -0.2 -0.4 0.0
C 4.8324 -0.7272 1.3037 -0.3 0.1 0.4
C 2.5507 1.4599 0.8910 -0.3 -2.7 2.0
C 2.8751 2.3811 1.8949 0.1 2.1 0.2
C 2.9015 3.7338 1.5801 0.4 -0.8 0.9
C 2.8305 4.1426 0.2318 -0.6 0.9 -0.6
C 2.5845 3.1959 -0.7720 0.1 -0.8 0.0
C 2.4333 1.8318 -0.4667 0.2 0.8 -1.1
H -0.1392 -1.8773 -1.0427 0.3 0.3 0.1
H 2.1123 -1.2711 -0.4172 -0.7 0.2 0.6
H -2.4194 -3.2520 -1.0351 -0.3 -0.1 0.4
H -3.8699 -5.1816 -0.3798 0.0 0.1 0.2
H -4.6809 -5.4353 1.9710 0.4 0.4 -0.2
H -3.8684 -3.8356 3.7264 0.0 0.0 -0.3
H -2.4607 -1.8894 3.0668 -0.3 -0.3 -0.4
H -1.3949 1.5754 -0.9801 -1.6 -0.6 0.3
H -2.5239 3.7489 -0.5426 -1.0 -1.3 0.2
H -4.8456 3.6794 0.6132 0.3 -0.5 -0.2
H -5.9709 1.4671 0.9810 0.7 0.1 -0.2
H -4.6690 -0.6644 0.7605 0.2 0.6 0.2
H 2.4144 -2.9637 2.1955 0.4 0.3 0.2
H 4.4002 -4.3423 2.7113 0.2 0.3 -0.3
H 6.6790 -3.4594 2.1741 0.0 0.1 0.0
H 6.9478 -1.1525 1.2702 -0.2 -0.1 -0.1
H 4.9556 0.2411 0.8094 -0.2 -0.1 0.5
H 3.0314 2.0479 2.9286 0.0 0.4 -0.6
H 3.0504 4.4476 2.3854 0.1 0.1 -0.2
H 2.9604 5.2009 -0.0283 -0.1 -0.5 0.1
H 2.5496 3.5077 -1.8171 0.0 0.0 0.3
H 2.2722 1.0956 -1.2711 0.1 0.5 0.9
Cl -1.5117 2.5585 4.0418 0.8 2.8 0.5
C -1.9136 0.9658 3.7309 -1.1 -2.0 -2.3
H -1.2928 0.2453 4.2040 0.2 -0.4 0.7
H -2.9968 0.7557 3.6429 0.8 0.2 0.3
```
Forces are in eV/Å.

Summary:
M: 706.4 Da
Multiplicity: 1
Relative energy (zero: lowest compared OMol25 entry of this formula, charge and spin): 3.4144 eV
E_tot: -2563.19765 a.u.
Gap between HOMO and LUMO (spin up / spin down): 4.59 / 4.70 eV
LUMO (spin up / spin down): -0.228 / -0.104 eV
Largest force on an atom: 4.68 eV/Å

Atomic partial charges in e from the Löwdin method, atoms 1 to 6:
1 Ba 1.755
2 C -0.129
3 C -0.119
4 C -0.189
5 C -0.171
6 C -0.096